This record from the Open Molecules 2025 dataset describes C27H44O3 in the gas phase. The level of theory is ωB97M-V/def2-TZVPD.

CARTESIAN COORDINATES (ANGSTROEM)
C: -3.974540 -2.245682 1.260191
C: -5.000414 -1.780309 0.559547
C: -5.354347 -0.352926 0.505230
C: -4.507860 0.624336 0.144104
C: -3.146506 0.418935 -0.279939
C: -2.225609 1.363575 -0.505510
C: -0.825548 1.069506 -0.946051
C: -0.393845 -0.355907 -1.261773
H: -0.755334 -1.046546 -0.501672
H: -0.769127 -0.691892 -2.227901
C: 1.141497 -0.275619 -1.232213
H: 1.542195 -0.311477 -2.245162
H: 1.556838 -1.120268 -0.682482
C: 1.524164 1.061823 -0.545111
H: 1.768272 1.796441 -1.321787
C: 2.772669 0.910239 0.342808
C: 3.130482 2.203293 1.074206
H: 2.410890 2.429561 1.854183
H: 3.165421 3.038559 0.377760
H: 4.104458 2.112891 1.547675
H: 2.586105 0.129037 1.085482
C: 3.967892 0.468605 -0.520286
C: 5.118881 -0.110852 0.302869
H: 4.746559 -0.927196 0.921592
H: 5.548826 0.652851 0.950916
C: 6.235839 -0.673454 -0.582950
O: 6.993703 0.350287 -1.194672
H: 6.378108 0.954617 -1.621910
H: 5.776792 -1.311111 -1.356953
C: 7.215721 -1.572094 0.206047
C: 7.929236 -0.781816 1.306698
H: 8.354527 0.121634 0.881195
H: 8.728632 -1.379006 1.741668
H: 7.228335 -0.516089 2.093586
C: 8.246002 -2.159062 -0.763816
H: 8.765119 -1.352594 -1.271310
H: 8.970377 -2.768913 -0.226384
H: 7.745454 -2.779753 -1.503523
O: 6.422965 -2.609053 0.766015
H: 7.015314 -3.219232 1.219292
H: 4.310614 1.332233 -1.098526
H: 3.645649 -0.296011 -1.227514
C: 0.203883 1.525467 0.119864
C: -0.039526 0.803082 1.447022
H: 0.500001 1.289247 2.256090
H: 0.289569 -0.229867 1.393704
H: -1.098859 0.803392 1.692111
C: 0.043487 3.039664 0.283477
H: 0.715382 3.428839 1.047483
C: -1.391120 3.405946 0.667338
H: -1.610440 3.025812 1.666190
H: -1.486957 4.493862 0.702154
C: -2.419616 2.842345 -0.319884
H: -3.421279 3.077777 0.036265
H: -2.283441 3.334998 -1.288384
H: 0.297300 3.529173 -0.660939
H: -0.635777 1.675746 -1.842307
H: -2.872983 -0.615415 -0.434801
H: -4.882409 1.639559 0.142009
C: -6.791782 -0.071021 0.848228
H: -6.981418 -0.341794 1.890556
C: -7.723043 -0.901834 -0.048495
C: -7.388484 -2.391577 0.107139
C: -5.922207 -2.675082 -0.225556
H: -5.756982 -2.499868 -1.294417
H: -5.691340 -3.722666 -0.024524
H: -7.594629 -2.687695 1.137427
H: -8.034234 -2.973932 -0.552781
O: -7.657867 -0.473858 -1.389130
H: -6.728508 -0.455841 -1.649460
H: -8.765775 -0.734340 0.245716
H: -7.014645 0.990101 0.721132
H: -3.336902 -1.592436 1.830876
H: -3.744590 -3.297872 1.296575

Cartesian forces, eV/Å:
0.00 -0.03 0.07
0.13 -0.25 -0.11
-0.01 0.44 0.09
-0.43 -0.06 0.12
0.58 0.01 -0.21
-0.13 -0.02 -0.24
-0.02 -0.36 0.17
-0.06 0.14 -0.12
-0.07 -0.06 0.03
-0.07 -0.08 0.02
-0.04 0.01 -0.08
0.07 -0.09 0.02
0.10 -0.07 -0.02
0.04 -0.16 0.29
-0.01 0.06 -0.02
0.04 0.36 -0.38
-0.05 -0.29 0.06
-0.06 0.11 0.09
0.00 0.14 -0.08
0.11 0.06 0.08
-0.03 -0.08 -0.01
-0.03 -0.22 0.41
0.14 -0.07 -0.42
-0.05 0.01 0.07
0.04 -0.02 0.10
-0.40 -0.49 0.53
0.11 0.25 -0.15
0.08 0.00 -0.01
0.06 0.01 0.10
0.51 0.39 -0.31
-0.27 -0.13 -0.23
0.12 0.12 0.03
0.08 -0.06 0.05
-0.05 0.06 0.08
-0.31 0.16 0.16
0.15 0.03 -0.07
0.09 -0.06 0.06
-0.04 -0.05 -0.09
-0.15 -0.19 0.07
-0.06 0.02 -0.03
-0.04 0.09 -0.12
0.01 -0.01 -0.10
0.14 0.29 -0.22
-0.01 0.09 -0.20
0.08 0.02 0.12
0.03 -0.20 0.06
-0.06 -0.04 0.11
-0.09 -0.08 0.21
0.09 0.04 -0.03
0.06 0.11 -0.17
-0.03 0.04 0.07
-0.03 -0.02 0.08
-0.15 -0.01 0.24
-0.03 0.05 -0.08
-0.03 0.02 -0.03
0.07 0.02 -0.07
0.06 0.08 0.01
0.14 -0.06 -0.05
-0.13 0.07 0.02
-0.19 0.05 -0.19
-0.02 -0.01 0.04
-0.17 -0.18 0.57
-0.06 0.19 -0.24
-0.10 -0.10 0.12
0.00 -0.04 -0.02
0.05 0.02 -0.07
-0.02 -0.04 0.05
-0.04 0.01 0.05
0.16 0.02 -0.36
-0.02 0.09 -0.05
0.17 -0.02 0.03
0.00 -0.02 0.03
0.11 0.19 0.10
-0.02 -0.24 -0.03

Computed properties:
orbital gap	8.67	eV
HOMO	-7.97	eV
energy above the lowest of the compared OMol25 structures with the same formula, charge and spin	0.0	kcal per mole
spin multiplicity	1
F_max	0.8	eV/Å

Which charges does Mulliken predict for the atoms? In e, they are: atom 1 (C): -1.39, atom 2 (C): 0.51, atom 3 (C): 0.59, atom 4 (C): -0.94, atom 5 (C): 0.52, atom 6 (C): -0.62, atom 7 (C): 0.11, atom 8 (C): -1.09, atom 9 (H): 0.37, atom 10 (H): 0.43, atom 11 (C): -1.38, atom 12 (H): 0.41, atom 13 (H): 0.37, atom 14 (C): -0.56, atom 15 (H): 0.46, atom 16 (C): 0.70, atom 17 (C): -1.86, atom 18 (H): 0.30, atom 19 (H): 0.31, atom 20 (H): 0.53, atom 21 (H): 0.43, atom 22 (C): -0.82, atom 23 (C): -0.65, atom 24 (H): 0.39, atom 25 (H): 0.20, atom 26 (C): -0.06, atom 27 (O): -0.53, atom 28 (H): 0.39, atom 29 (H): 0.39, atom 30 (C): 1.38, atom 31 (C): -1.73, atom 32 (H): 0.34, atom 33 (H): 0.48, atom 34 (H): 0.33, atom 35 (C): -1.78, atom 36 (H): 0.34, atom 37 (H): 0.47, atom 38 (H): 0.39, atom 39 (O): -0.61, atom 40 (H): 0.37, atom 41 (H): 0.30, atom 42 (H): 0.33, atom 43 (C): 1.48, atom 44 (C): -2.13, atom 45 (H): 0.27, atom 46 (H): 0.46, atom 47 (H): 0.53, atom 48 (C): -0.96, atom 49 (H): 0.39, atom 50 (C): -0.93, atom 51 (H): 0.38, atom 52 (H): 0.48, atom 53 (C): -0.97, atom 54 (H): 0.33, atom 55 (H): 0.39, atom 56 (H): 0.46, atom 57 (H): 0.57, atom 58 (H): 0.65, atom 59 (H): 0.15, atom 60 (C): -1.04, atom 61 (H): 0.44, atom 62 (C): -0.09, atom 63 (C): -0.76, atom 64 (C): -0.86, atom 65 (H): 0.34, atom 66 (H): 0.40, atom 67 (H): 0.36, atom 68 (H): 0.34, atom 69 (O): -0.59, atom 70 (H): 0.42, atom 71 (H): 0.44, atom 72 (H): 0.26, atom 73 (H): 0.32, atom 74 (H): 0.35